1.
A molecular structure, C20H24F4N2S7Ti, computed with wB97M-V/def2-TZVPD.

```
58
Properties=species:S:1:pos:R:3:forces:R:3
Ti 0.52009 0.50621 -0.32307 0.1 -1.5 -0.4
C -2.77210 1.44324 -1.82666 0.1 -0.1 0.3
C -2.91019 1.68328 -0.32998 0.0 0.0 -0.2
N -1.67031 2.13433 0.29446 -0.2 0.2 -0.1
C -1.17140 3.41123 -0.20631 -0.1 0.3 -0.1
C -2.10294 4.61770 -0.00918 0.2 -0.3 0.0
C -1.77374 2.09474 1.75580 0.2 -0.3 0.2
C -1.07556 0.81570 2.26381 -0.3 0.1 0.0
N 0.17309 0.72116 1.55729 -0.7 -0.1 2.2
C 1.14768 1.65469 1.72601 1.0 0.5 0.3
C 1.95656 1.71759 0.55227 0.7 0.9 0.6
F 0.47179 1.53242 -1.78088 -0.3 1.1 -1.7
C 3.03419 2.55232 0.54867 -0.6 -0.3 0.3
F 3.81428 2.63795 -0.58003 0.1 0.1 0.1
C 3.39500 3.36545 1.63054 0.1 0.0 -0.2
C 2.57593 3.32488 2.73464 0.0 0.1 0.0
F 2.87877 4.13454 3.79784 -0.2 -0.2 -0.1
C 1.45790 2.50024 2.80219 -0.2 0.1 0.1
F 0.67229 2.57897 3.93322 0.2 -0.1 -0.1
H -3.69584 1.01268 -2.20531 -0.1 -0.1 -0.1
H -1.95733 0.73542 -2.00084 -0.1 0.1 -0.2
H -2.57080 2.36386 -2.37152 0.1 0.0 -0.1
H -3.17166 0.72995 0.13506 -0.1 0.1 0.1
H -3.73245 2.40132 -0.13618 0.0 -0.2 0.0
H -0.95785 3.29399 -1.27068 0.2 0.0 0.2
H -0.21527 3.60169 0.29572 -0.1 -0.1 -0.1
H -2.96220 4.56285 -0.67420 -0.2 0.0 0.0
H -1.55689 5.53016 -0.23635 0.0 0.2 0.0
H -2.45738 4.67309 1.01931 -0.1 0.1 0.1
H -2.81781 2.14435 2.09783 0.0 0.1 0.0
H -1.23371 2.94576 2.17968 -0.1 0.1 0.0
H -1.68053 -0.06691 2.01911 0.2 0.2 0.1
H -0.94669 0.86120 3.35428 -0.1 0.0 -0.1
H 4.25927 4.00846 1.60229 0.1 0.1 0.1
C 4.13183 -2.17282 -1.28875 -0.1 0.0 0.0
C 2.68773 -1.75852 -1.15153 0.3 0.1 1.7
S 2.19507 -1.26502 0.42272 0.5 -0.4 -0.8
C 1.79467 -1.84729 -2.18915 -1.5 0.4 -0.7
C 2.15036 -2.45791 -3.51935 0.2 0.0 0.2
S 0.16128 -1.32313 -2.05446 0.6 -0.7 -0.8
H 4.66656 -1.85799 -0.39554 0.1 0.0 -0.1
H 4.59365 -1.70846 -2.16158 0.1 0.0 -0.1
H 4.22275 -3.25822 -1.38077 0.1 -0.1 -0.1
H 3.09892 -2.98766 -3.48734 0.1 -0.1 -0.1
H 2.20405 -1.68061 -4.28165 0.0 0.0 -0.1
H 1.36373 -3.15595 -3.80064 0.0 0.0 -0.1
C 0.27027 -5.06185 -1.49560 -0.5 0.2 0.1
S -1.50463 -4.64718 -1.63491 0.2 -0.2 0.2
C -1.93444 -4.57966 0.06151 0.1 -0.7 -0.1
C -2.20688 -3.44132 0.74918 -0.1 0.1 0.1
S -2.17821 -1.85815 0.16189 -0.4 0.4 0.2
S -2.69122 -3.71924 2.44469 0.1 -0.9 -0.6
C -2.63159 -5.46866 2.43994 0.3 0.1 -0.4
S -3.01993 -6.41635 3.74290 0.0 0.0 0.0
S -2.09329 -6.12756 0.91093 -0.4 1.0 0.7
H 0.61845 -5.27431 -2.50191 0.1 0.0 -0.1
H 0.37085 -5.94169 -0.86494 0.2 -0.1 0.0
H 0.80584 -4.21499 -1.07449 0.1 0.1 0.0
```
Positions in Å, forces in eV/Å.

Spin multiplicity: 3
Gap between HOMO and LUMO (alpha / beta) (eV): 5.04 / 5.61
⟨S²⟩: 2.02
Net charge: -2
LUMO (alpha / beta) (eV): 4.2 / 3.9


2.
C20H24FN5 in the gas phase, computed with wB97M-V/def2-TZVPD.

```
50
Properties=species:S:1:pos:R:3:forces:R:3
F -6.56448 -1.43629 0.53023 0.0 0.0 0.0
C -5.42887 -0.86401 0.06559 0.1 0.1 0.2
C -4.68503 -0.07229 0.91063 -0.2 -0.2 -0.2
C -3.52734 0.49015 0.38456 0.1 -0.2 -0.6
C -3.15617 0.24639 -0.95741 -0.4 -0.1 0.5
C -3.92776 -0.55783 -1.78731 0.0 0.0 0.0
C -5.07397 -1.11407 -1.25988 0.0 0.0 0.1
H -5.71077 -1.74617 -1.85833 -0.1 -0.1 0.0
H -3.64300 -0.74245 -2.81215 0.0 0.0 -0.1
N -1.99099 0.90954 -1.23009 0.4 0.0 -0.6
C -1.57135 1.58414 -0.10256 -0.3 0.1 0.8
C -0.45161 2.37373 0.22882 -0.2 0.2 0.3
N -0.39417 2.86085 1.47058 0.2 0.0 -0.4
C -1.34848 2.58937 2.34398 -0.1 -0.1 0.3
N -2.41467 1.84729 2.15943 -0.4 -0.1 0.2
C -2.51565 1.34532 0.92695 0.7 0.3 -0.4
H -1.22091 3.02655 3.32586 0.0 0.0 0.1
N 0.56502 2.76278 -0.61042 -0.1 0.3 -0.2
C 0.80486 2.07546 -1.85704 0.0 -0.2 0.0
H 1.54991 2.66602 -2.39785 -0.1 0.0 0.0
C 1.35938 0.65742 -1.57142 0.0 -0.1 0.0
N 1.76719 0.63718 -0.18555 0.1 0.1 0.0
C 2.66567 1.73650 0.09136 0.0 0.0 -0.1
H 3.09065 1.61107 1.08677 0.0 0.0 0.0
C 1.83544 3.04753 0.03178 0.2 0.2 0.1
H 2.35405 3.81781 -0.54403 0.0 0.0 0.0
H 1.61785 3.42235 1.02952 0.2 0.0 -0.2
H 3.49730 1.77930 -0.63390 0.0 0.0 0.1
C 2.07211 -0.64704 0.41238 -0.1 -0.3 -0.2
C 0.79762 -1.47845 0.59416 0.2 0.1 0.3
C 1.10938 -2.73988 1.39360 -0.1 -0.1 -0.3
C 2.17649 -3.56956 0.68474 0.1 0.1 0.3
C 3.44235 -2.74559 0.46686 -0.1 -0.1 -0.3
C 3.13004 -1.48028 -0.32669 0.1 0.2 0.4
H 2.75492 -1.75707 -1.31465 0.0 0.0 -0.1
H 4.03886 -0.88834 -0.46070 0.0 0.0 -0.1
H 4.18749 -3.34163 -0.06476 0.1 0.0 0.1
H 3.86531 -2.46894 1.43547 0.1 0.0 0.1
H 2.41006 -4.45742 1.27550 0.0 -0.1 -0.1
H 1.79183 -3.90354 -0.28194 0.0 -0.1 -0.1
H 0.19990 -3.33067 1.51869 0.0 0.0 0.1
H 1.46579 -2.46095 2.38749 0.0 0.0 0.1
H 0.04634 -0.87512 1.10700 0.0 0.1 -0.1
H 0.39309 -1.76918 -0.37747 -0.1 0.0 -0.1
H 2.45632 -0.42178 1.41458 0.0 0.0 0.0
H 0.59086 -0.10307 -1.71677 0.0 0.0 -0.1
H 2.19214 0.44508 -2.26624 -0.1 0.0 0.0
H -0.09484 2.06352 -2.47105 0.1 0.0 -0.1
H -1.52590 0.87126 -2.11877 0.0 0.0 0.2
H -4.98231 0.10501 1.93045 -0.1 0.0 0.1
```
Positions in Å, forces in eV/Å.

Spin multiplicity: 1
Gap between HOMO and LUMO (eV): 8.21
SMILES: Fc1ccc2[nH]c3c(N4CCN(C5CCCCC5)CC4)ncnc3c2c1
LUMO (eV): 0.5


3.
A molecular structure, C20H24N2O3, computed with wB97M-V/def2-TZVPD.

```
49
Properties=species:S:1:pos:R:3:forces:R:3
C 3.25323 -0.52243 -3.90051 -4.2 2.1 -0.9
H 4.06351 -0.92446 -3.37767 1.1 -1.1 0.4
O 2.46848 0.16681 -2.73953 0.5 0.0 -1.8
C 1.37531 0.90000 -3.15619 -2.6 1.4 -1.1
C 1.30934 2.46599 -3.05723 12.8 -10.9 2.8
C 0.23015 2.94229 -3.32087 -7.1 9.4 0.0
C -0.78743 2.19783 -3.70074 -11.0 1.7 -2.0
C -1.06627 0.89037 -3.81153 13.3 3.9 3.2
C 0.14109 0.17774 -3.63829 3.9 0.4 2.3
O 0.37646 -1.17990 -3.66341 -1.8 -2.0 -0.4
C -0.87704 -2.19219 -3.47949 -0.4 10.4 2.9
H -0.56427 -3.07349 -3.66646 2.1 -6.0 -1.8
H -1.57250 -1.63070 -4.11337 -0.4 -1.4 0.1
C -1.31297 -1.93514 -1.95771 0.4 1.1 -1.0
O -2.53736 -1.94573 -1.72627 3.0 -0.2 0.3
N -0.17220 -1.54826 -1.19437 -4.0 -0.2 2.5
C -0.21880 -1.08113 0.26750 -4.1 -4.4 -5.9
C 0.89868 -0.72376 0.81284 1.9 0.9 2.8
C 0.68192 -0.42493 2.27857 17.9 2.6 -8.1
C -0.27961 -0.63159 2.95163 -15.9 0.7 7.3
C -1.56053 -0.94211 2.27405 5.2 -3.0 -5.9
C -1.43970 -1.49774 0.89061 -1.5 4.3 5.6
H -2.44037 -1.80966 0.53061 1.5 -0.1 -0.7
H -2.29310 -1.30100 2.85449 -3.1 -0.7 2.0
N -0.64681 -0.25625 4.30220 12.5 -5.4 -1.8
C 0.84628 0.00211 5.12295 -0.8 -1.6 -6.2
H 1.79997 -0.43554 4.62357 -2.3 0.0 0.4
C 1.08343 1.39836 5.08643 10.0 0.7 -2.0
C 0.16638 2.22599 5.60842 -7.6 -3.2 5.8
C -1.16729 1.92274 4.98205 -3.2 0.9 -2.6
C -1.57968 0.36239 4.94569 -2.3 5.3 2.2
H -2.47211 0.28016 4.36539 -1.4 -0.1 0.4
H -1.57955 0.01971 6.00549 -0.9 0.1 -0.4
H -2.02752 2.54318 5.38911 1.1 -0.6 0.1
H -1.13222 2.32584 3.87292 -0.1 -1.1 1.6
H 0.13968 3.16840 5.67584 1.5 7.5 -0.6
H -0.18742 2.09691 6.73505 1.5 -0.8 -1.3
H 2.32458 1.48994 5.64714 -3.4 0.1 -1.3
H 1.35734 1.80362 4.01396 -0.5 -1.2 1.7
H 0.73443 -0.49642 5.97149 -0.7 -1.6 4.1
H 1.89291 -0.05310 2.70327 -4.1 -1.0 -0.8
H 1.85307 -0.80390 0.14609 -1.6 0.8 2.0
H 0.68275 -1.36412 -1.64038 0.9 0.0 -1.1
H -1.74826 0.38971 -4.08096 -10.3 -5.6 -3.6
H -2.02217 2.71522 -3.90255 4.1 -0.5 0.7
H 0.11197 4.05057 -2.99556 -0.3 -1.7 -1.3
H 2.30921 2.81761 -2.67906 -1.5 0.4 -0.4
H 3.60992 0.32988 -4.60732 -0.7 -1.6 1.1
H 2.40108 -1.24038 -4.38085 2.8 1.5 1.0
```
Positions in Å, forces in eV/Å.

Spin multiplicity: 1
Gap between HOMO and LUMO (eV): 8.18
LUMO (eV): 0.7


4.
C20H24N2O6 in the gas phase, computed with wB97M-V/def2-TZVPD.

```
52
Properties=species:S:1:pos:R:3:forces:R:3
O 1.16531 0.43707 -4.10223 -0.1 0.2 -0.2
C 1.56066 -0.11340 -3.10761 -0.1 -0.3 0.3
N 2.88496 -0.29560 -2.78631 0.3 0.0 -0.3
C 3.09228 -0.89647 -1.56206 -0.4 -0.2 0.0
O 4.17159 -1.13638 -1.09315 0.3 0.0 0.2
C 1.73426 -1.22480 -0.97075 0.1 -0.1 0.3
C 0.72116 -0.74675 -2.00984 -0.3 0.1 -0.1
H 0.14633 -1.56698 -2.44885 0.1 0.0 0.0
C -0.25191 0.27197 -1.37441 -0.1 -0.1 -0.1
C 0.58292 1.37256 -0.79446 -0.1 0.0 0.0
C 1.48608 0.98085 0.09245 0.0 0.0 0.1
C 1.49707 -0.49124 0.36991 0.0 -0.2 0.0
H 2.25641 -0.77568 1.09840 0.0 0.0 0.0
C 0.09278 -0.92161 0.81437 0.2 -0.2 0.2
H 0.08487 -1.98178 1.07190 0.0 0.0 0.0
C -0.94752 -0.47629 -0.23032 -0.3 0.0 -0.3
H -1.59485 -1.26064 -0.62546 0.0 0.0 0.0
C -1.62557 0.42079 0.83520 -0.2 0.1 -0.2
C -2.93519 -0.13443 1.32827 0.4 0.1 0.0
O -4.02258 -0.04539 0.80998 -0.2 0.1 -0.2
N -2.68629 -0.82554 2.49097 -0.4 -0.2 0.2
C -1.36392 -0.80301 2.90158 0.2 0.2 -0.2
O -0.95077 -1.35795 3.88346 0.1 -0.1 0.2
C -0.58922 -0.01840 1.87192 0.2 -0.1 0.2
H 0.05829 0.72761 2.32624 -0.1 0.0 0.1
C -3.72715 -1.49992 3.24094 -0.2 -0.1 0.3
C -4.31936 -0.61180 4.33712 -0.1 0.2 -0.4
H -5.09139 -1.18725 4.84854 0.0 0.0 0.1
H -3.54142 -0.35357 5.05699 0.0 0.0 0.1
C -4.94231 0.68373 3.79337 0.3 -0.1 0.3
O -5.95927 0.46400 2.85654 -0.3 -0.2 -0.4
H -5.55597 0.21306 2.00967 0.0 0.1 0.1
H -5.40584 1.22308 4.62420 0.2 0.0 -0.1
H -4.15355 1.32591 3.37267 -0.1 0.0 0.1
H -3.28096 -2.38918 3.69210 -0.1 0.1 -0.1
H -4.50512 -1.79535 2.53255 0.1 0.0 0.1
H -1.70171 1.47257 0.56921 -0.1 0.0 0.1
H 2.18650 1.63782 0.57579 0.1 0.2 0.0
H 0.43925 2.39212 -1.10781 0.0 0.2 0.0
H -0.96732 0.63066 -2.11506 0.0 0.0 0.0
H 1.68894 -2.30306 -0.79463 0.0 0.0 -0.1
C 3.97763 0.04628 -3.67529 0.1 0.2 -0.3
C 4.16813 1.55047 -3.86521 0.0 -0.1 0.4
H 4.99412 1.69571 -4.56232 0.0 0.0 -0.1
H 3.26428 1.97056 -4.31334 0.1 0.1 -0.1
C 4.48047 2.28495 -2.55964 0.4 0.1 -0.5
O 3.35366 2.43995 -1.73137 -0.3 0.1 0.2
H 2.66882 2.90047 -2.23000 0.0 0.0 0.0
H 5.20189 1.71840 -1.96631 0.0 0.1 -0.1
H 4.91491 3.26821 -2.79316 0.0 -0.2 0.0
H 3.77573 -0.41479 -4.64712 0.0 0.0 0.1
H 4.87555 -0.39647 -3.23675 -0.1 0.0 -0.1
```
Positions in Å, forces in eV/Å.

Spin multiplicity: 1
Gap between HOMO and LUMO (eV): 10.46
SMILES: O=C1[C@@H]2[C@@H]3C=C[C@H]([C@@H]2C(=O)N1CCCO)[C@H]1[C@@H]2C(=O)N(CCCO)C(=O)[C@@H]2[C@@H]31
LUMO (eV): 0.5


Going through the records in order, we get maximum force values of 2.3, 0.9, 19.8, 0.6 eV Å⁻¹.
Going through the records in order, we get energy above the lowest of the compared OMol25 structures with the same formula, charge and spin values of 107.2, 0.0, 1825.0, 0.2 kJ/mol.